228
Properties=species:S:1:pos:R:3:forces:R:3 method="wB97M-V/def2-TZVPD" e_tot_ev=-113720.47230 smiles=COCCNCCOC.COCCNCCOC.COCCNCCOC.COCCNCCOC.COCCNCCOC.COCCNCCOC.COCCNCCOC.COCCNCCOC.COCCNCCOC.CC(C)O orbital_gap_ev=8.852 total_charge=0 e_lumo_ev=0.532
C -5.89466 -0.73287 2.31102 -1.811 0.942 0.670
O -5.01930 0.20634 1.84955 2.749 0.448 -0.852
C -5.27742 1.56124 2.06083 0.937 0.583 -0.600
C -4.00139 2.30273 1.58139 -0.793 2.550 0.010
N -4.27782 3.80970 1.68374 1.187 -0.309 -0.228
C -3.24050 4.90359 1.76941 0.478 -1.270 0.396
C -1.99864 4.77211 0.79635 -0.845 -0.431 -0.341
O -1.11281 5.88468 0.64603 0.002 0.439 1.348
C -0.36628 5.96989 -0.57185 -1.795 -0.801 -0.477
H -5.53671 -1.76242 2.31203 0.287 0.300 -0.383
H -6.76619 -0.55605 1.68073 -0.769 -1.005 0.184
H -6.14267 -0.43327 3.32926 -0.391 -0.487 0.420
H -5.51787 1.85506 3.08257 0.427 -0.421 0.544
H -6.14804 1.93530 1.52212 -0.248 -0.206 -0.653
H -3.70774 2.11677 0.54830 -0.494 -0.602 -0.171
H -3.13113 1.99576 2.16149 -0.117 0.245 0.520
H -5.22995 4.12071 1.55407 0.364 -0.244 -0.226
H -2.82990 4.77020 2.77027 0.091 0.748 0.265
H -3.71403 5.87750 1.64546 -0.100 -0.139 0.123
H -2.47422 4.51368 -0.14977 0.446 -0.261 -0.359
H -1.43301 3.92961 1.19430 0.201 -0.310 -0.336
H 0.49725 6.63505 -0.57395 -0.227 0.010 0.741
H -1.10774 6.32524 -1.28743 0.397 0.219 -0.577
H -0.07441 4.97872 -0.91897 0.314 -0.175 0.094
C 0.54991 12.44747 6.48934 1.582 -0.055 0.190
O 1.63211 11.65854 5.93919 -0.672 1.102 0.460
C 1.44931 10.30930 6.30696 1.508 0.019 -0.437
C 0.86574 9.56843 5.13190 -1.527 0.897 -0.106
N 0.40657 8.26863 5.51370 0.377 -1.544 -1.195
C 0.20062 7.36961 4.30377 -0.927 2.240 0.791
C 0.77713 6.02353 4.39578 0.593 -0.649 0.066
O 2.21794 6.04548 4.25246 0.021 -0.228 -1.772
C 2.63999 5.65332 2.89969 -1.187 -0.918 0.536
H 0.64966 12.32887 7.56827 -0.985 -0.480 0.221
H -0.39030 12.17781 6.00831 -0.173 0.054 0.460
H 0.75865 13.51529 6.42387 0.105 -0.037 -0.927
H 1.03127 10.21428 7.30911 -0.899 -0.130 -0.261
H 2.44572 9.88868 6.44240 0.400 0.026 0.031
H 1.57290 9.61032 4.30349 0.510 -0.301 0.003
H 0.00953 10.10910 4.72856 -0.260 0.344 0.126
H 1.18153 7.90623 6.05055 0.050 -0.753 0.119
H 0.49439 7.87874 3.38585 0.922 0.051 -0.072
H -0.86077 7.31203 4.06247 -0.432 -0.315 0.686
H 0.20779 5.45022 3.66416 0.673 -0.491 -0.558
H 0.54569 5.52082 5.33483 0.168 0.232 0.307
H 1.95900 5.95485 2.10381 -0.247 0.782 0.195
H 2.53545 4.56993 2.84117 0.316 -0.351 0.171
H 3.64950 5.89753 2.56899 0.023 0.470 0.896
C 1.83332 -5.07651 7.52089 1.294 -1.528 0.182
O 1.26498 -3.94817 8.03459 -1.248 1.244 -0.262
C 0.31322 -3.46152 7.09745 -0.690 -0.299 -1.232
C -0.47753 -2.36137 7.68909 -0.807 -0.424 0.745
N -1.11081 -1.43489 6.74733 0.626 -1.508 1.225
C -1.31450 -0.17067 7.36945 -0.359 1.855 -1.544
C -2.22298 0.58008 6.41825 -0.126 1.763 -0.756
O -1.72960 0.93420 5.10443 0.153 -1.053 -0.328
C -0.51787 1.64849 5.04628 0.457 0.323 0.138
H 2.32087 -4.91218 6.55996 -0.006 0.105 -0.307
H 1.12343 -5.89792 7.42375 -0.235 -0.115 -0.149
H 2.60418 -5.40718 8.21696 0.076 -0.028 0.044
H -0.36771 -4.23310 6.73815 0.163 -0.637 0.119
H 0.78154 -3.05388 6.20157 0.617 -0.091 -0.090
H 0.26532 -2.08245 8.43641 -0.160 1.765 0.094
H -1.34034 -2.72647 8.24618 0.195 -0.428 0.436
H -0.61069 -1.34461 5.87450 0.281 0.233 0.122
H -0.35348 0.30705 7.56003 0.065 0.499 0.185
H -1.92623 -0.05814 8.26456 0.226 -1.233 0.493
H -2.62509 1.52828 6.77507 0.311 0.219 0.832
H -3.11745 -0.03392 6.31329 0.209 -0.217 -0.603
H -0.28001 2.00419 4.04379 -0.843 -0.023 -0.376
H 0.38899 1.07814 5.24733 -0.071 -0.473 0.688
H -0.52570 2.53648 5.67835 -0.058 0.080 0.307
C -1.18399 -5.63904 -3.91406 -0.634 1.348 0.325
O -1.95288 -4.40419 -4.14140 -0.061 -1.728 1.214
C -3.34862 -4.66681 -4.22729 -0.865 1.441 -2.224
C -4.15011 -3.30372 -4.32472 -0.595 -1.888 -0.094
N -4.06065 -2.46250 -3.19467 -0.321 0.619 0.720
C -3.96237 -1.05195 -3.49088 1.679 -0.842 1.287
C -3.46719 -0.32439 -2.21184 -0.713 0.662 0.047
O -2.33951 -0.91722 -1.61034 1.086 0.359 -0.123
C -1.93412 -0.38816 -0.32001 0.043 -0.564 -0.672
H -1.28800 -6.01370 -2.89577 -0.110 0.354 0.363
H -0.15446 -5.31041 -4.05608 -0.025 -0.487 -0.305
H -1.52059 -6.48594 -4.51202 0.189 0.308 -0.740
H -3.83908 -5.41353 -3.60281 0.600 0.268 1.167
H -3.46793 -5.13778 -5.20302 -0.327 -0.080 -0.455
H -5.22113 -3.45767 -4.45635 -0.362 -1.232 -0.065
H -4.00724 -2.81757 -5.28978 1.264 0.439 -0.014
H -3.51381 -2.79284 -2.41241 0.287 0.327 -0.406
H -4.84570 -0.62259 -3.96360 -0.492 0.076 0.680
H -3.22172 -0.96893 -4.28628 0.617 0.522 -0.122
H -4.15393 -0.32540 -1.36538 -1.091 0.210 -0.493
H -3.28456 0.70539 -2.51893 0.221 0.337 0.198
H -2.75206 -0.29774 0.39476 -0.300 -0.798 0.069
H -1.49069 0.60436 -0.24011 0.150 0.401 -1.129
H -1.13622 -1.08638 -0.06713 -0.294 0.004 0.732
C -2.13374 -4.20312 -11.66124 0.544 0.323 1.382
O -1.66133 -4.30418 -10.27367 -0.376 -0.626 -1.164
C -2.65519 -4.04842 -9.28770 0.986 0.662 0.216
C -1.91427 -3.53560 -8.01381 -0.683 0.663 -2.138
N -1.13413 -2.33645 -8.33231 -0.209 0.087 -0.057
C -0.02981 -2.14538 -7.41662 -0.018 0.169 -0.159
C -0.44812 -1.79849 -6.02107 0.270 0.433 2.127
O 0.64477 -2.14629 -5.13991 0.067 0.178 -0.536
C 0.38431 -2.22900 -3.74652 -0.122 -0.550 -0.608
H -3.14480 -4.58568 -11.80090 -0.034 -0.071 0.192
H -1.45276 -4.75000 -12.31338 0.051 -0.026 0.276
H -2.09383 -3.14342 -11.91333 -0.200 0.042 -0.266
H -3.20051 -4.94869 -9.00444 -0.143 -0.203 -0.198
H -3.33717 -3.30960 -9.70859 -0.250 0.209 0.348
H -1.26746 -4.36052 -7.71507 -0.081 -0.139 0.696
H -2.69611 -3.20897 -7.32815 0.196 -0.663 0.519
H -0.65919 -2.45280 -9.21605 -0.473 -0.261 -0.417
H 0.61011 -1.38237 -7.85980 0.193 0.025 0.246
H 0.52353 -3.08294 -7.36280 0.491 -0.148 0.287
H -1.35512 -2.30795 -5.69564 -0.005 -0.611 -0.134
H -0.66947 -0.76240 -5.76489 -0.017 0.520 -0.861
H 1.07120 -3.02568 -3.46086 -0.310 -0.269 0.588
H -0.66739 -2.45839 -3.57503 0.103 -0.359 0.102
H 0.62081 -1.37619 -3.11022 0.193 0.678 -0.480
C -3.62609 5.80110 -2.47599 0.396 -0.304 -1.203
O -3.09189 4.72903 -3.28455 -1.811 0.426 -1.024
C -3.54303 4.70225 -4.68833 2.026 -0.890 0.179
C -2.74019 3.52295 -5.34885 -0.575 0.195 0.686
N -1.27416 3.74244 -5.29527 -0.904 -0.078 1.017
C -0.71232 3.11797 -4.08849 2.984 -0.766 -0.042
C 0.88419 3.27776 -3.93667 -1.045 1.791 -0.243
O 1.62874 3.00049 -5.09574 0.999 2.403 0.682
C 1.65213 1.68489 -5.46117 -0.814 -0.958 0.278
H -4.70025 5.97917 -2.52667 -0.371 -0.773 -0.088
H -3.23566 6.73203 -2.88712 0.531 0.282 0.552
H -3.34203 5.55502 -1.45283 0.009 0.508 -0.230
H -3.24199 5.58461 -5.25306 0.262 0.483 0.419
H -4.61533 4.62049 -4.86606 -0.234 -0.388 0.671
H -3.20590 3.26422 -6.29978 0.644 0.799 -0.736
H -3.01798 2.59080 -4.85687 0.206 -0.117 0.824
H -0.75893 3.53096 -6.13783 -0.143 -0.205 0.081
H -0.72074 2.02805 -4.07746 -1.145 -0.489 -0.200
H -1.14879 3.47747 -3.15663 -0.189 0.127 -0.367
H 1.35026 2.77588 -3.08873 -0.618 -0.850 0.227
H 1.07442 4.31932 -3.67770 0.085 0.313 -0.460
H 0.65203 1.61121 -5.88835 0.181 -1.621 -0.817
H 1.75623 1.02983 -4.59621 -0.245 -0.259 0.326
H 2.52406 1.43168 -6.06426 -0.414 0.384 -0.538
C 1.77065 -1.25451 10.51983 -1.302 0.681 0.907
O 2.58924 -0.78519 9.53818 2.256 0.687 -1.559
C 3.72766 -1.63387 9.24816 -0.799 0.418 -1.873
C 4.71253 -0.91927 8.17487 -2.010 0.005 3.370
N 3.96570 -0.38225 7.02703 1.024 -1.840 -0.329
C 3.78997 -1.55760 6.11357 0.592 1.907 -1.228
C 3.16621 -1.12614 4.73296 0.431 -0.947 2.223
O 1.78552 -1.23453 4.97998 -0.290 0.200 -1.574
C 1.05677 -1.34898 3.73287 -0.090 -0.200 1.536
H 1.45279 -2.28635 10.37022 0.037 -0.172 0.159
H 0.91681 -0.57775 10.48753 -0.523 -0.328 -0.137
H 2.14176 -1.04697 11.52348 0.564 -0.592 0.300
H 3.26759 -2.45403 8.69700 0.257 -0.772 0.537
H 4.19209 -1.91447 10.19350 0.345 -0.175 -0.173
H 5.49584 -1.64472 7.95521 -0.152 0.131 -0.510
H 5.13958 -0.20344 8.87724 0.371 0.891 -0.862
H 3.02423 -0.15668 7.31485 -0.068 0.378 0.470
H 3.18073 -2.32740 6.58722 -0.240 -0.175 -0.328
H 4.77983 -1.97423 5.92735 0.068 0.022 0.012
H 3.54376 -1.82734 3.98873 -0.342 -0.183 -0.330
H 3.35831 -0.10776 4.39516 0.600 0.091 0.271
H 1.55738 -0.96922 2.84221 0.242 0.243 0.242
H 0.16173 -0.77613 3.97545 -0.457 -0.382 -0.814
H 0.92060 -2.42329 3.60871 -0.580 0.054 -0.438
C 2.99129 -5.75909 -2.88124 0.700 -0.350 -0.327
O 3.63781 -5.23966 -4.00765 0.424 1.155 0.125
C 3.05351 -5.39104 -5.26737 0.796 -1.608 -0.216
C 3.87937 -4.66560 -6.33934 -1.620 0.632 1.359
N 3.59695 -3.22706 -6.22766 -0.029 -0.012 -0.314
C 4.37639 -2.53677 -5.22707 1.017 1.094 -0.049
C 3.85916 -1.11138 -4.96456 -1.016 -0.081 0.296
O 4.75014 -0.01564 -4.96325 -0.037 -0.089 -0.699
C 5.11384 0.45468 -6.25409 0.441 0.373 -0.596
H 3.14597 -6.83793 -2.86471 -0.532 -0.369 0.034
H 1.93795 -5.48186 -2.83967 -0.123 -0.063 0.082
H 3.55064 -5.38718 -2.02282 -0.298 0.225 0.084
H 1.99409 -5.13896 -5.31415 -0.206 0.794 0.156
H 3.02725 -6.45404 -5.50702 0.184 -0.590 -0.142
H 3.48289 -5.10080 -7.25668 0.382 0.391 -0.468
H 4.95453 -4.80945 -6.23241 -0.121 -0.329 -0.047
H 2.62841 -3.08722 -5.97772 -0.400 -0.115 -0.227
H 5.40269 -2.52729 -5.59411 0.242 0.198 0.198
H 4.37977 -2.89337 -4.19706 0.150 -1.210 -0.259
H 3.43790 -1.20092 -3.96325 0.232 0.661 0.357
H 2.95225 -0.91335 -5.53587 0.121 0.118 -0.708
H 4.83352 1.48500 -6.47309 -0.337 0.362 0.786
H 4.68586 -0.05107 -7.11963 -0.137 -0.809 0.332
H 6.19681 0.46290 -6.37743 0.117 -0.348 0.161
C 3.94490 -3.25448 0.24918 -0.429 -0.057 0.115
O 3.01160 -3.38994 1.31705 -0.980 -1.165 -0.369
C 2.15206 -4.60162 1.25949 1.194 0.823 -0.071
C 1.10377 -4.63391 0.13946 2.357 0.030 0.291
N 0.39199 -3.40290 -0.07465 -2.426 -1.488 0.783
C -0.67286 -3.74612 -1.06022 -0.036 1.303 -0.089
C -1.98070 -4.45723 -0.60003 2.014 1.472 -0.028
O -1.78603 -5.78320 -0.13078 -0.368 1.047 0.417
C -3.09091 -6.18423 0.13055 -1.308 -1.729 0.128
H 3.49517 -3.37702 -0.73613 -0.323 -0.051 -0.160
H 4.75533 -3.98086 0.30990 0.157 -0.088 0.200
H 4.33938 -2.23879 0.27839 0.067 -0.087 0.222
H 1.76816 -4.74499 2.26952 -0.505 0.683 -0.076
H 2.77456 -5.49162 1.16728 0.425 -0.092 -0.420
H 0.55126 -5.55891 0.30438 -0.860 0.554 0.219
H 1.58323 -4.83262 -0.81904 0.657 -0.423 -0.055
H 0.98388 -2.70511 -0.50227 0.215 -0.077 0.058
H -0.19701 -4.22569 -1.91561 -0.228 -0.379 -0.143
H -0.93767 -2.73569 -1.37167 -0.768 -0.328 -0.580
H -2.76989 -4.47131 -1.35175 0.420 -0.012 -0.807
H -2.41204 -3.76710 0.12507 0.002 -0.314 0.866
H -3.18912 -7.19542 0.52545 0.711 -0.216 -0.142
H -3.63871 -6.17260 -0.81172 -0.390 -0.029 -0.124
H -3.66954 -5.60803 0.85255 0.371 0.720 0.082
C 2.32441 0.08301 -0.65390 -0.982 0.818 0.173
C 2.47140 1.41454 0.11118 -2.249 -0.018 0.017
C 1.30755 1.73478 1.15768 0.267 0.506 -0.748
O 3.68253 1.35815 0.72675 2.100 0.088 1.217
H 3.18544 -0.22696 -1.24607 0.329 0.244 0.481
H 1.51958 0.14354 -1.38648 -0.384 -0.001 0.169
H 2.05761 -0.63208 0.12428 0.157 -0.483 -0.257
H 2.47696 2.31394 -0.50457 -0.253 -0.158 -0.783
H 0.50515 2.26354 0.64323 -0.425 -0.485 -0.326
H 1.60108 2.52901 1.84408 0.729 0.006 0.096
H 0.89733 0.96420 1.81038 0.177 -0.446 -0.437
H 3.90826 2.27138 0.91823 0.438 -0.092 0.371